(1)
{
  "formula": "C24H27N3SbSn",
  "method": "ωB97M-V/def2-TZVPD",
  "symbols": ["H", "C", "C", "C", "C", "H", "H", "Sn", "H", "H", "H", "H", "H", "H", "C", "H", "C", "C", "H", "C", "H", "H", "H", "H", "H", "H", "C", "N", "N", "H", "C", "C", "C", "H", "C", "C", "H", "C", "C", "Sb", "H", "C", "H", "C", "C", "H", "C", "H", "H", "C", "H", "C", "C", "N", "H", "C"],
  "coordinates": [[0.91, -4.61, -1.32], [0.00, -1.36, 0.13], [-3.81, -0.01, -1.45], [-0.03, 3.66, -0.37], [3.63, 0.66, -2.81], [0.37, -5.16, 2.38], [-2.14, -4.14, 0.97], [0.00, 0.71, 0.34], [-3.89, -0.65, 1.15], [-0.35, -3.59, 2.76], [-1.67, -4.49, -0.71], [-0.04, 5.69, -1.05], [1.38, -3.70, 2.34], [0.04, 5.05, 3.20], [-2.85, -0.49, 0.85], [-0.86, 1.67, 3.13], [-2.79, 0.13, -0.52], [1.54, 1.55, -2.11], [4.63, -0.57, -1.35], [0.04, 2.31, 3.14], [4.42, 0.56, -3.55], [0.00, 6.60, 1.28], [-2.35, -1.46, 0.88], [1.14, -5.75, 0.00], [2.43, 2.00, -4.00], [2.44, 0.18, 1.52], [-0.02, 5.03, -0.20], [1.65, 0.89, -0.92], [-1.70, 0.87, -0.86], [-2.40, 0.16, 1.61], [-1.63, 1.53, -2.05], [-2.63, 1.42, -2.98], [3.75, 0.03, -1.58], [-2.59, 1.97, -3.91], [0.02, 3.30, 2.00], [1.13, -4.70, -0.26], [3.92, -0.62, 1.01], [0.00, 5.53, 1.11], [0.02, 4.66, 2.19], [-0.06, 2.88, -2.41], [2.11, -4.28, -0.06], [0.39, -4.09, 2.14], [0.06, 2.81, 4.11], [2.88, -0.47, 0.74], [-3.74, 0.61, -2.68], [-4.54, 0.50, -3.39], [0.02, -4.01, 0.58], [-4.67, -0.61, -1.18], [-1.36, -5.67, 0.56], [-1.39, -4.61, 0.34], [0.94, 1.68, 3.10], [2.51, 1.45, -3.07], [2.76, 0.16, -0.63], [0.00, 2.84, 0.71], [2.38, -1.44, 0.78], [0.01, -2.61, 0.36]],
  "charge": 3,
  "e_lumo_ev": -11.488,
  "spin_multiplicity": 1,
  "homo_lumo_gap_ev": 6.86,
  "relative_energy_kcal_mol": 0.0
}

***

(2)
{
  "formula": "C24H27N4O",
  "method": "ωB97M-V/def2-TZVPD",
  "symbols": ["H", "C", "H", "N", "C", "H", "H", "C", "H", "C", "H", "H", "C", "H", "H", "H", "C", "C", "H", "H", "N", "C", "H", "H", "H", "H", "H", "C", "H", "C", "H", "C", "C", "H", "C", "H", "H", "C", "O", "N", "H", "H", "H", "N", "C", "C", "C", "H", "C", "C", "H", "C", "C", "C", "C", "C"],
  "coordinates": [[-1.73, -5.16, 7.14], [0.03, -2.30, 3.19], [-10.45, -1.62, 3.38], [-0.29, -0.91, 3.01], [-1.51, -0.28, 3.09], [-8.87, -0.41, 4.63], [-2.30, 2.41, 4.19], [-3.59, -2.04, 3.14], [-7.58, -1.57, 5.04], [-2.25, -4.71, 6.29], [-10.44, -2.84, 0.93], [-1.61, 3.03, 2.68], [-3.41, -3.96, 6.51], [-3.07, 2.03, 2.60], [-5.63, -2.47, 3.87], [2.86, 3.25, 3.39], [-3.29, -3.18, 4.20], [-9.62, -1.89, 2.74], [-0.13, -2.61, 4.23], [-3.19, -2.48, 2.21], [-8.30, -1.60, 3.06], [-2.33, -4.16, 3.94], [2.58, -1.08, 3.15], [0.36, 3.42, 3.13], [-0.90, -5.54, 4.80], [-3.52, 0.13, 3.22], [-7.20, -0.12, 4.06], [2.88, 1.09, 3.26], [-8.49, -2.54, -0.96], [-2.90, -0.74, 3.52], [1.08, -2.43, 2.94], [-2.12, 2.17, 3.13], [0.87, 2.46, 3.08], [3.96, 1.04, 3.40], [-5.96, -1.77, 1.94], [-6.91, -3.12, -0.35], [-8.38, -4.14, -0.24], [0.75, 0.04, 2.88], [-5.58, -1.38, 0.81], [-1.23, 1.05, 2.99], [-3.90, -3.93, 7.49], [-4.87, -2.63, 5.62], [-2.93, -0.66, 4.63], [-8.29, -2.56, 1.12], [-7.46, -2.05, 2.08], [-5.09, -1.98, 3.06], [-1.75, -4.89, 5.00], [-0.57, -2.94, 2.52], [2.13, -0.09, 3.10], [-3.94, -3.20, 5.45], [-2.03, -4.33, 2.91], [-9.61, -2.49, 1.53], [2.26, 2.35, 3.26], [0.15, 1.27, 2.87], [-7.98, -3.12, -0.18], [-7.95, -0.88, 4.26]],
  "charge": 1,
  "e_lumo_ev": -2.609,
  "smiles": "Cn1cc[n+](C)c1/C([O-])=C/[C@@H](Cc1n(C)c2ccccc2[n+]1C)c1ccccc1",
  "spin_multiplicity": 1,
  "homo_lumo_gap_ev": 6.63,
  "relative_energy_kcal_mol": 62.1
}

***

(3)
{
  "formula": "C24H27N4O6SW",
  "method": "ωB97M-V/def2-TZVPD",
  "symbols": ["N", "H", "H", "C", "H", "S", "C", "H", "C", "C", "H", "C", "H", "H", "H", "H", "H", "H", "C", "H", "C", "H", "O", "C", "O", "C", "C", "O", "H", "H", "H", "C", "H", "C", "H", "C", "C", "C", "N", "H", "C", "O", "H", "C", "O", "H", "N", "C", "O", "H", "H", "H", "H", "C", "N", "C", "C", "H", "C", "H", "C", "W", "C"],
  "coordinates": [[-1.11, -1.94, -0.47], [2.87, -3.19, 3.83], [-3.74, -0.72, -1.09], [0.41, -0.92, 4.31], [1.55, -2.16, 5.64], [-1.06, -0.84, -1.66], [0.15, -3.99, -0.41], [-2.03, -3.86, -0.42], [-0.67, 2.41, 4.23], [4.77, 2.31, -0.33], [-5.75, -1.42, -6.11], [3.03, 4.41, -0.96], [1.56, 2.88, -1.33], [-5.74, -1.20, -2.49], [0.09, 1.95, 4.85], [-3.24, -1.39, -5.96], [0.75, 1.89, 1.21], [-1.65, 2.21, 4.65], [-2.41, -0.83, -2.76], [-6.71, -1.61, -4.63], [2.13, -2.43, 3.60], [-0.18, -0.50, 5.11], [2.84, -1.35, -0.52], [1.38, -1.86, 4.62], [-0.81, 0.30, -0.73], [-4.76, -1.15, -2.94], [-1.19, -3.35, -0.88], [1.09, -3.03, -0.44], [-1.27, 2.42, 2.30], [2.57, -2.53, 1.53], [4.69, 5.69, -0.54], [0.18, -0.54, 2.99], [5.43, 1.50, -0.08], [0.92, -1.09, 1.91], [2.36, 5.22, -1.21], [4.34, 4.67, -0.59], [-4.62, -1.40, -4.31], [3.43, 2.06, -0.68], [3.60, -0.29, -0.63], [-5.71, -2.93, -5.23], [-2.23, -0.99, -4.13], [1.57, 0.61, -0.53], [-1.27, -3.44, -1.98], [0.75, 2.18, 2.26], [0.29, -5.09, -0.03], [-1.25, -0.91, -4.57], [-0.57, 1.90, 2.84], [2.57, 3.11, -1.01], [0.29, -1.08, -2.26], [0.98, 3.24, 2.34], [-1.79, 0.24, 3.35], [-0.52, 3.49, 4.24], [1.51, 1.62, 2.80], [-3.66, -0.88, -2.15], [2.92, 0.77, -0.64], [5.21, 3.62, -0.29], [-3.35, -1.26, -4.90], [6.23, 3.82, 0.00], [1.92, -2.05, 2.28], [-1.25, 0.28, 1.64], [-5.77, -1.84, -5.12], [0.88, -1.23, -0.21], [-0.94, 0.45, 2.69]],
  "charge": 3,
  "e_lumo_ev": -11.598,
  "spin_multiplicity": 1,
  "homo_lumo_gap_ev": 5.99,
  "relative_energy_kcal_mol": 43.1
}

***

(4)
{
  "formula": "C24H27N4RuS",
  "method": "ωB97M-V/def2-TZVPD",
  "symbols": ["C", "C", "C", "H", "H", "N", "H", "C", "H", "H", "C", "C", "H", "N", "C", "H", "C", "H", "H", "H", "C", "H", "H", "H", "C", "H", "H", "C", "C", "H", "H", "H", "H", "C", "C", "H", "C", "H", "C", "C", "H", "H", "S", "H", "N", "H", "N", "C", "C", "Ru", "C", "H", "C", "C", "C", "H", "C"],
  "coordinates": [[-3.23, 0.24, -1.77], [-2.23, -1.29, 2.86], [-3.76, 0.85, -0.62], [-6.89, -0.41, -0.81], [1.77, 1.37, -2.12], [3.38, -1.51, -1.51], [-2.45, -3.11, 1.75], [-1.49, -1.58, 0.60], [-1.57, 2.96, 4.59], [2.54, -1.99, 1.11], [-0.76, 1.82, 1.49], [0.11, 3.44, 0.05], [0.32, 5.41, 0.84], [1.24, -0.79, -0.94], [3.20, -2.81, -0.82], [3.07, -3.67, 1.14], [2.46, -0.60, -1.53], [2.80, 0.57, -3.30], [6.72, -0.75, -1.68], [4.62, -0.53, -2.91], [-5.33, -0.84, -2.22], [-2.33, 0.65, 4.84], [-3.61, -1.04, -3.48], [-3.16, 1.54, -0.04], [5.79, -0.96, -1.15], [-1.37, -2.18, -0.29], [-2.70, -1.67, 3.76], [-0.49, 4.05, 2.29], [-0.90, 2.73, 2.54], [4.26, -2.38, 1.03], [-0.57, 4.79, 3.07], [3.51, 1.26, -1.83], [0.48, 3.68, -0.94], [-1.47, 2.26, 3.77], [3.27, -2.69, 0.70], [3.99, -3.46, -1.18], [4.71, -1.30, -2.16], [-5.95, -1.47, -2.83], [-1.19, 0.48, 1.64], [2.65, 0.71, -2.23], [4.94, -2.23, -2.68], [2.26, -3.25, -1.16], [-1.64, 0.59, -2.35], [5.53, -0.07, -0.56], [-0.26, 2.17, 0.27], [1.07, -1.71, -0.55], [-1.04, -0.33, 0.55], [-1.89, 0.98, 3.91], [-2.10, -2.09, 1.75], [-0.08, 0.59, -0.95], [0.01, 4.40, 1.05], [-5.50, 1.10, 0.58], [-1.78, 0.05, 2.82], [-4.02, -0.60, -2.58], [-5.86, -0.23, -1.07], [5.98, -1.78, -0.46], [-5.07, 0.61, -0.28]],
  "charge": 3,
  "e_lumo_ev": [-11.282, -11.284],
  "spin_multiplicity": 1,
  "homo_lumo_gap_ev": [6.34, 6.34],
  "relative_energy_kcal_mol": 0.0
}